1.
{
  "formula": "C46H48IrN2O4S",
  "method": "wB97M-V/def2-TZVPD",
  "e_lumo_ev": [2.54, 2.17],
  "total_charge": -1,
  "s_squared": 6.04,
  "total_energy_ha": -2694.59245,
  "spin_multiplicity": 5,
  "elements": ["Ir", "C", "C", "C", "C", "C", "C", "C", "C", "C", "C", "H", "H", "H", "H", "H", "H", "H", "H", "H", "H", "H", "H", "H", "H", "H", "C", "C", "C", "O", "C", "C", "O", "C", "O", "C", "C", "C", "C", "C", "C", "C", "C", "C", "C", "C", "C", "C", "O", "C", "C", "C", "C", "C", "C", "C", "C", "C", "C", "C", "C", "H", "H", "H", "H", "H", "H", "H", "H", "H", "H", "H", "H", "H", "H", "H", "H", "H", "H", "H", "H", "H", "H", "H", "H", "H", "H", "H", "H", "C", "C", "C", "C", "N", "C", "S", "N", "H", "H", "H", "H", "H"],
  "positions_angstrom": [[15.1620, 12.5946, 11.1376], [14.4449, 14.1542, 12.6288], [15.5035, 15.1717, 12.5833], [15.3662, 15.8233, 11.2979], [14.2655, 15.3693, 10.5773], [13.6799, 14.2543, 11.4408], [12.1737, 14.0536, 11.4470], [13.8273, 15.8829, 9.2629], [16.4031, 16.7841, 10.7655], [16.6433, 15.3938, 13.5892], [13.9568, 13.4360, 13.9515], [11.8131, 13.1454, 11.8932], [11.8438, 14.0479, 10.4113], [11.7157, 14.9387, 11.9412], [14.6891, 16.3607, 8.7513], [12.9501, 16.5435, 9.3295], [13.5214, 14.9728, 8.7155], [16.1494, 17.3712, 9.8965], [17.3652, 16.2261, 10.4943], [16.6055, 17.4980, 11.5700], [17.5927, 14.9364, 13.2507], [16.4179, 14.8869, 14.5403], [16.7056, 16.4387, 13.7478], [12.9012, 13.2129, 13.9830], [14.0760, 14.1319, 14.8611], [14.4510, 12.4886, 14.1764], [20.3981, 8.9855, 12.3032], [20.0166, 9.5383, 10.9450], [21.0110, 9.1046, 9.8654], [18.7256, 8.9722, 10.5575], [17.7412, 10.0645, 10.7239], [18.5754, 11.2924, 11.1718], [19.9151, 10.9477, 10.8852], [18.2139, 12.6329, 10.4083], [17.1370, 13.3000, 11.0534], [18.0179, 12.4268, 8.9224], [18.7694, 11.4906, 8.1668], [18.5119, 11.2866, 6.7938], [17.7414, 12.2556, 6.1519], [17.0408, 13.2105, 6.8608], [17.1747, 13.2769, 8.2287], [19.2408, 13.7243, 10.7132], [19.7340, 13.8471, 12.0385], [20.4186, 15.0185, 12.3779], [20.6379, 16.0181, 11.4528], [20.2706, 15.8589, 10.1300], [19.5211, 14.7302, 9.7983], [16.5815, 9.6960, 11.6763], [15.8367, 10.8669, 11.9186], [17.1081, 9.1716, 13.0117], [17.2070, 10.1157, 14.0719], [17.5100, 9.6353, 15.3424], [17.8018, 8.3076, 15.5341], [17.8215, 7.4234, 14.4799], [17.4573, 7.8501, 13.2285], [15.6379, 8.6419, 11.0514], [14.2747, 8.9146, 11.0301], [13.3761, 8.0182, 10.4550], [13.8674, 6.8530, 9.8697], [15.2157, 6.6224, 9.7929], [16.0876, 7.4878, 10.3887], [20.2396, 7.9422, 12.4556], [19.8065, 9.5039, 13.0717], [21.4817, 9.2042, 12.5593], [21.2575, 8.0701, 10.0041], [21.9725, 9.6391, 9.9268], [20.5888, 9.2779, 8.8659], [17.2266, 10.2384, 9.7758], [18.4687, 11.4795, 12.2574], [19.4291, 10.8775, 8.7053], [18.9817, 10.4270, 6.2176], [17.6218, 12.2468, 5.0670], [16.4171, 13.9090, 6.3058], [16.4572, 13.9107, 8.7540], [19.6904, 13.0251, 12.6945], [20.6827, 15.2247, 13.4232], [21.2476, 16.9038, 11.8076], [20.5126, 16.6538, 9.3992], [19.0954, 14.6955, 8.8105], [16.9857, 11.1802, 13.9414], [17.5690, 10.3200, 16.1290], [17.9996, 7.8866, 16.5567], [18.1520, 6.4086, 14.6031], [17.3287, 7.2209, 12.3689], [13.9109, 9.8001, 11.5199], [12.3271, 8.2313, 10.4873], [13.1475, 6.2417, 9.4185], [15.5709, 5.7063, 9.3321], [17.1624, 7.3081, 10.3867], [11.2439, 10.3637, 12.6583], [11.3191, 10.7087, 11.2149], [10.2551, 10.4364, 10.3368], [10.4430, 10.7791, 9.0377], [11.5034, 11.4290, 8.5278], [12.4952, 11.6166, 9.4071], [14.0157, 12.2694, 8.9733], [12.4237, 11.2891, 10.7640], [11.1873, 9.2430, 12.8302], [10.2938, 10.8132, 13.0418], [12.1201, 10.8144, 13.1449], [9.3274, 9.9585, 10.6781], [9.6736, 10.5763, 8.2858]],
  "atomic_forces_ev_per_a": [[-0.498, 0.737, -0.462], [0.699, -0.453, 1.784], [-0.081, -0.468, -0.729], [0.360, 0.096, -0.112], [0.708, -0.761, 2.768], [-0.866, 0.728, -0.775], [0.335, 1.063, -0.409], [-0.009, -1.025, -0.378], [1.180, -0.822, 0.650], [-1.145, -1.880, -0.771], [0.681, 1.787, 0.486], [0.107, -0.097, 0.389], [-0.286, 0.000, -0.146], [0.131, -0.445, -0.199], [-0.786, -0.144, 0.152], [0.307, 0.019, -0.064], [0.032, 0.538, -0.335], [-0.501, 0.005, -0.275], [-1.143, 0.671, 0.585], [0.426, 0.030, -0.144], [-0.372, 0.509, -0.191], [-0.143, 0.267, -0.205], [0.553, 1.094, 0.292], [-0.482, 0.004, -0.561], [0.177, -0.895, -1.294], [0.297, 0.193, -0.151], [1.181, 1.905, 1.309], [0.262, -1.147, -1.255], [0.257, 0.682, -0.131], [-0.142, 2.064, 0.526], [0.087, -0.644, 0.017], [-0.912, 0.587, -0.171], [0.109, -0.889, 0.187], [-0.096, 0.374, 1.339], [-0.204, -0.949, -0.536], [0.847, -0.122, -0.987], [-1.713, 0.433, -0.583], [1.007, 0.129, 0.326], [-0.207, -0.644, -0.881], [0.455, 0.090, -0.573], [-1.410, 0.104, 0.473], [0.875, -0.092, 0.631], [0.751, 1.344, -1.932], [-0.766, -0.581, 0.851], [1.578, 1.367, 0.368], [-0.166, 0.361, 0.130], [0.116, 0.394, -0.199], [-0.629, 0.088, 0.247], [0.605, -0.847, 0.421], [-0.235, 1.793, 0.786], [-0.195, -0.980, -0.180], [0.102, 0.008, -1.389], [0.436, -1.211, 1.770], [0.210, -0.280, -0.165], [-0.625, 0.803, -0.665], [0.069, 0.164, -0.812], [-0.122, -0.477, 0.392], [1.251, -0.121, 0.250], [-0.715, 1.525, 0.248], [0.016, -1.027, -0.048], [1.125, 1.045, 0.767], [-0.242, -0.782, -0.404], [0.100, -0.162, -0.117], [-1.090, -0.142, -0.505], [-0.087, -0.721, -0.105], [-0.434, 0.108, 0.184], [0.127, -0.206, 0.353], [0.403, 0.006, -0.155], [-0.212, -0.107, -0.527], [0.711, -0.742, 0.298], [-0.521, 1.327, 0.860], [0.022, -0.234, 0.219], [-0.020, -0.116, 0.299], [0.602, 0.119, 0.200], [-0.372, -0.610, 0.904], [0.153, -0.369, -0.420], [-0.927, -0.933, -0.644], [-0.297, -0.678, 0.377], [0.070, -0.262, -0.243], [-0.026, -0.564, -0.215], [-0.030, 0.874, 1.275], [-0.055, 0.698, -1.011], [-0.112, -0.364, 0.260], [0.342, -0.618, 0.161], [0.088, 0.112, -0.078], [-0.455, 0.023, -0.103], [-0.697, -1.215, -0.649], [0.091, 0.128, -0.089], [-0.272, -0.082, -0.303], [-0.581, -0.342, 0.594], [0.239, 0.133, -1.103], [-0.207, -0.519, 0.994], [-0.390, 0.683, -1.682], [0.364, -0.519, 0.758], [-0.053, -0.369, 1.778], [0.475, 0.110, -0.827], [-0.766, -0.399, -0.887], [0.214, 1.312, -0.200], [0.767, -0.383, 0.045], [-0.334, -0.357, 0.148], [0.494, 0.176, -0.178], [0.034, -0.006, 0.307]]
}

=====

2.
{
  "formula": "C46H49AgAsBrN2O2Sb2",
  "method": "wB97M-V/def2-TZVPD",
  "e_lumo_ev": -0.01,
  "total_charge": 0,
  "total_energy_ha": -7479.41744,
  "de_lowest_ev": 0.0000,
  "elements": ["Ag", "O", "C", "C", "C", "C", "C", "C", "C", "O", "N", "N", "C", "C", "Br", "C", "C", "C", "C", "C", "C", "C", "H", "H", "H", "H", "H", "H", "H", "H", "H", "H", "H", "H", "H", "H", "C", "C", "C", "Sb", "C", "C", "C", "C", "C", "C", "C", "C", "C", "C", "C", "C", "Sb", "C", "C", "C", "C", "C", "C", "C", "C", "C", "C", "C", "C", "H", "H", "H", "H", "H", "H", "H", "H", "H", "H", "H", "H", "H", "H", "H", "H", "H", "H", "H", "H", "H", "H", "H", "H", "H", "H", "C", "As", "C", "C", "H", "H", "H", "H", "H", "H", "H", "H", "H"],
  "positions_angstrom": [[-0.4091, 1.6817, -0.5587], [2.8535, -2.7779, 0.5779], [2.3666, -3.0430, -0.6765], [2.4706, -4.3156, -1.2285], [2.0172, -4.5557, -2.5141], [1.4693, -3.5213, -3.2609], [1.3563, -2.2631, -2.6922], [1.7791, -2.0051, -1.3933], [1.5099, -0.6547, -0.7483], [0.1917, -0.4373, -0.5067], [2.0737, 0.3737, -1.6938], [1.9339, 1.6442, -1.2330], [2.8897, 2.4666, -1.4065], [2.8501, 3.8738, -1.0149], [1.1521, 4.7237, -0.9967], [3.9242, 4.6127, -0.7328], [5.3032, 4.1072, -0.6193], [6.3562, 4.9067, -1.0665], [7.6668, 4.4695, -0.9721], [7.9491, 3.2307, -0.4119], [6.9129, 2.4388, 0.0617], [5.6000, 2.8739, -0.0368], [3.0796, -3.6098, 1.0061], [2.9156, -5.1162, -0.6467], [2.0998, -5.5506, -2.9325], [1.1233, -3.6972, -4.2709], [0.9116, -1.4543, -3.2574], [2.1070, -0.5825, 0.1727], [3.0389, 0.1502, -1.9387], [3.8250, 2.1368, -1.8641], [3.7869, 5.6756, -0.5724], [6.1388, 5.8759, -1.4994], [8.4710, 5.0977, -1.3326], [8.9733, 2.8907, -0.3332], [7.1267, 1.4820, 0.5205], [4.7988, 2.2685, 0.3687], [-3.1987, -1.6958, 0.4777], [-2.6965, -0.4542, 1.2205], [-1.9489, -0.7730, 2.5127], [0.0529, -1.5728, 2.3249], [1.0670, 0.3219, 2.4143], [2.4553, 0.3216, 2.5476], [3.1751, 1.5100, 2.5734], [2.5178, 2.7264, 2.4498], [1.1361, 2.7457, 2.3275], [0.4202, 1.5522, 2.3189], [0.1558, -1.8562, 4.4702], [0.0875, -3.1544, 4.9732], [0.1029, -3.3984, 6.3415], [0.1949, -2.3387, 7.2313], [0.2705, -1.0394, 6.7469], [0.2507, -0.8031, 5.3789], [-1.8999, -2.4849, -1.0750], [-2.5307, -0.9697, -2.4976], [-1.6341, -0.0355, -3.0160], [-2.0410, 0.9053, -3.9576], [-3.3533, 0.9204, -4.4060], [-4.2594, -0.0034, -3.8991], [-3.8497, -0.9352, -2.9542], [-3.4245, -3.8618, -1.7806], [-3.2077, -4.4604, -3.0229], [-4.1182, -5.3574, -3.5611], [-5.2669, -5.6881, -2.8537], [-5.4927, -5.1161, -1.6117], [-4.5786, -4.2100, -1.0828], [-3.4004, -2.5015, 1.1893], [-4.1374, -1.4854, -0.0401], [-3.5561, 0.1818, 1.4645], [-2.0397, 0.1303, 0.5657], [-2.4946, -1.5229, 3.0925], [-1.8648, 0.1043, 3.1591], [2.9885, -0.6204, 2.6283], [4.2524, 1.4847, 2.6896], [3.0772, 3.6540, 2.4563], [0.6153, 3.6921, 2.2397], [-0.6620, 1.5930, 2.2469], [0.0220, -3.9955, 4.2894], [0.0468, -4.4149, 6.7113], [0.2111, -2.5237, 8.2980], [0.3464, -0.2080, 7.4372], [0.3197, 0.2179, 5.0185], [-0.6058, -0.0447, -2.6786], [-1.3229, 1.6167, -4.3496], [-3.6688, 1.6423, -5.1495], [-5.2862, -0.0034, -4.2447], [-4.5691, -1.6575, -2.5842], [-2.3122, -4.2177, -3.5884], [-3.9316, -5.8021, -4.5310], [-5.9795, -6.3898, -3.2684], [-6.3837, -5.3720, -1.0510], [-4.7848, -3.7736, -0.1125], [-4.0867, 2.2328, -0.9485], [-2.4394, 3.0559, -0.3495], [-2.5714, 4.8010, -1.1953], [-2.8990, 3.5238, 1.4817], [-4.9357, 2.8851, -0.7439], [-4.2149, 1.2836, -0.4311], [-4.0155, 2.0297, -2.0157], [-3.5635, 5.2216, -1.0322], [-2.3880, 4.7012, -2.2638], [-1.8240, 5.4694, -0.7695], [-2.0969, 4.1191, 1.9173], [-3.0145, 2.6109, 2.0653], [-3.8293, 4.0910, 1.5095]],
  "atomic_forces_ev_per_a": [[0.066, 0.038, 0.029], [0.004, -0.007, -0.001], [0.018, -0.003, -0.009], [0.005, -0.008, 0.018], [-0.026, 0.020, -0.014], [0.021, -0.016, 0.009], [-0.009, -0.005, 0.001], [0.018, 0.016, 0.013], [-0.035, 0.009, -0.005], [-0.011, 0.006, -0.012], [0.015, 0.000, -0.005], [0.007, -0.004, -0.004], [0.002, 0.003, 0.006], [-0.044, -0.041, 0.003], [-0.024, -0.007, -0.009], [0.023, 0.005, 0.012], [0.013, -0.002, 0.002], [0.010, 0.014, -0.008], [-0.002, -0.002, -0.002], [-0.017, -0.008, 0.006], [0.021, 0.008, -0.001], [-0.029, -0.001, 0.005], [0.002, -0.003, -0.001], [0.002, 0.001, 0.001], [0.002, 0.000, -0.003], [0.001, -0.001, -0.001], [-0.007, 0.008, -0.005], [0.030, -0.009, -0.012], [-0.010, -0.005, 0.004], [0.005, 0.006, 0.005], [0.006, 0.001, -0.003], [0.003, -0.001, -0.001], [-0.001, 0.002, -0.002], [0.001, -0.001, 0.000], [-0.001, -0.002, -0.002], [0.002, 0.000, -0.002], [0.005, -0.008, 0.007], [0.137, -0.065, 0.005], [-0.022, -0.028, 0.026], [-0.042, 0.019, 0.001], [0.071, 0.012, 0.021], [-0.021, 0.027, 0.010], [-0.003, -0.038, -0.007], [0.005, 0.013, -0.005], [-0.009, -0.013, -0.009], [-0.004, 0.001, 0.005], [0.003, -0.008, -0.007], [-0.003, 0.004, -0.002], [-0.003, 0.002, -0.004], [0.000, 0.006, -0.006], [-0.005, -0.010, 0.006], [0.009, 0.010, 0.006], [-0.012, -0.038, 0.000], [-0.017, -0.019, -0.016], [-0.021, -0.004, -0.020], [0.013, -0.001, -0.005], [-0.028, -0.001, 0.003], [0.010, 0.006, 0.003], [0.026, 0.011, 0.009], [-0.008, 0.021, -0.004], [0.005, -0.003, 0.005], [-0.003, -0.014, -0.002], [0.000, -0.001, -0.010], [0.008, 0.010, 0.014], [0.006, -0.011, -0.010], [-0.005, 0.009, -0.004], [0.004, 0.015, -0.007], [-0.002, 0.004, 0.018], [-0.151, 0.059, 0.010], [-0.009, 0.006, -0.005], [0.003, 0.007, -0.010], [0.002, 0.001, -0.012], [-0.002, 0.002, 0.003], [0.005, -0.001, -0.001], [-0.008, -0.004, -0.003], [0.007, 0.003, -0.009], [-0.001, 0.000, 0.001], [0.000, 0.000, -0.001], [0.000, 0.001, 0.000], [0.001, -0.001, 0.000], [-0.003, -0.003, -0.001], [0.009, 0.015, 0.013], [0.002, -0.001, 0.003], [-0.002, -0.002, 0.000], [0.000, 0.001, -0.002], [-0.005, -0.006, -0.001], [-0.002, 0.004, -0.001], [0.000, 0.000, -0.001], [0.001, -0.002, -0.001], [-0.001, 0.000, 0.001], [-0.003, 0.003, 0.000], [-0.003, -0.022, 0.008], [0.015, 0.027, 0.008], [0.006, 0.002, 0.003], [-0.005, 0.000, -0.002], [0.004, 0.005, -0.002], [-0.011, 0.002, -0.010], [0.003, 0.003, -0.008], [-0.002, -0.003, 0.000], [0.004, -0.003, -0.001], [0.000, -0.001, -0.008], [-0.003, -0.004, -0.004], [-0.003, -0.005, 0.000], [-0.001, -0.002, -0.001]]
}